The following is a DFT calculation (wB97M-V/def2-TZVPD) of C19H17CaN8S3 as an isolated structure.

Cartesian coordinates (Å):
Ca -0.33 1.26 -1.90
N -3.58 0.85 -4.07
C -3.51 1.90 -3.23
N -2.40 2.25 -2.60
C -2.64 3.36 -1.77
C -3.92 3.80 -1.78
S -4.88 2.85 -2.85
C -1.53 3.96 -1.01
C -1.61 5.02 -0.18
S -0.04 5.41 0.45
C 0.63 4.10 -0.45
N -0.25 3.43 -1.17
N 1.93 3.76 -0.39
H -2.74 0.48 -4.47
H -4.42 0.71 -4.62
H -4.34 4.62 -1.23
H -2.47 5.60 0.10
H 2.59 4.34 0.11
H 2.26 2.96 -0.92
S 2.21 0.68 -2.07
C 2.01 -0.35 -0.64
N 2.79 -1.40 -0.51
N 2.89 -2.06 0.61
C 3.37 -3.39 0.64
C 3.41 -4.03 1.87
C 3.82 -5.35 1.94
C 4.18 -6.03 0.79
C 4.15 -5.37 -0.43
C 3.74 -4.05 -0.52
N 1.09 -0.24 0.39
N 0.00 0.37 0.22
C -1.00 0.11 1.22
C -2.27 0.60 0.94
C -3.33 0.34 1.80
C -3.11 -0.39 2.95
C -1.83 -0.85 3.25
C -0.77 -0.60 2.39
H 2.37 -1.72 1.41
H 3.14 -3.49 2.77
H 3.86 -5.85 2.90
H 4.49 -7.07 0.84
H 4.44 -5.90 -1.34
H 3.70 -3.54 -1.47
H -2.44 1.19 0.04
H -4.31 0.72 1.57
H -3.93 -0.60 3.62
H -1.65 -1.41 4.15
H 0.22 -0.96 2.62

## Properties
- Energy relative to the best compared isomer or geometry (same formula, charge and spin): 43.6 kJ/mol
- Net charge: +1
- M: 493.7 g/mol
- Gap between HOMO and LUMO: 6.073 eV

natural (NBO) population analysis, charges in e, atoms 1 to 8:
1 Ca 1.732
2 N -0.783
3 C 0.258
4 N -0.676
5 C 0.091
6 C -0.427
7 S 0.457
8 C 0.166

***

The following is a DFT calculation (wB97M-V/def2-TZVPD) of C19H17CdN3O5S as an isolated structure.

Cartesian coordinates (Å):
Cd -0.05 -0.35 0.02
O 6.06 0.81 0.05
C 4.74 0.50 0.00
C 4.07 0.34 -1.21
C 2.73 0.02 -1.16
N 2.12 -0.13 0.01
C 2.74 0.02 1.17
C 4.08 0.34 1.21
C 1.86 -0.20 2.42
O 2.41 -0.07 3.51
O 0.63 -0.48 2.19
C 1.83 -0.19 -2.40
O 2.39 -0.08 -3.49
O 0.61 -0.47 -2.16
H 6.41 0.88 -0.85
H 4.55 0.46 -2.17
H 4.60 0.46 2.16
C -4.57 -0.98 0.01
C -5.10 0.30 0.01
C -4.24 1.38 0.02
C -2.87 1.17 0.02
N -2.37 -0.07 0.02
C -3.20 -1.11 0.02
C -1.89 2.31 0.02
C -2.30 3.64 0.03
C -1.33 4.63 0.03
C 0.00 4.29 0.04
C 0.33 2.94 0.04
N -0.59 1.99 0.03
H -5.20 -1.85 0.01
H -6.17 0.46 0.01
H -4.64 2.38 0.02
H -2.72 -2.09 0.02
H -3.34 3.90 0.03
H -1.63 5.67 0.04
H 0.79 5.04 0.05
H 1.36 2.61 0.04
C -0.26 -4.27 -1.38
S -0.02 -3.16 0.02
C -0.22 -4.26 1.43
H 0.54 -5.01 -1.41
H -0.19 -3.65 -2.27
H -1.23 -4.76 -1.34
H -1.19 -4.75 1.42
H -0.13 -3.63 2.31
H 0.58 -5.00 1.44

## Properties
- Energy relative to the best compared isomer or geometry (same formula, charge and spin): 13.0 kJ/mol
- M: 511.8 g/mol
- Gap between HOMO and LUMO: 7.753 eV

natural (NBO) population analysis, charges in e, atoms 1 to 8:
1 Cd 1.698
2 O -0.652
3 C 0.345
4 C -0.311
5 C 0.129
6 N -0.615
7 C 0.124
8 C -0.279

***

The following is a DFT calculation (wB97M-V/def2-TZVPD) of one molecule with the formula C19H17Cl2NO6S.

Cartesian coordinates (Å):
O -1.32 -0.93 1.96
C -1.46 -1.23 0.80
C -0.25 -1.59 -0.07
O 0.92 -1.13 0.59
C 2.07 -1.72 0.29
O 2.17 -2.67 -0.46
C 3.22 -0.95 0.91
C 4.53 -1.73 1.04
C 5.20 -1.59 -0.34
O 4.93 -2.65 -1.20
C 4.66 -0.24 -0.88
N 3.49 0.09 -0.08
S 3.21 1.67 0.41
O 3.99 2.52 -0.44
O 3.34 1.79 1.83
C 1.48 1.80 -0.03
C 1.13 1.73 -1.37
C -0.20 1.75 -1.73
C -1.17 1.84 -0.74
Cl -2.84 1.85 -1.20
C -0.83 1.93 0.60
C 0.51 1.90 0.95
C -2.78 -1.26 0.13
C -3.00 -1.81 -1.13
C -4.26 -1.76 -1.69
C -5.31 -1.16 -1.02
C -5.10 -0.62 0.24
Cl -6.40 0.13 1.09
C -3.84 -0.67 0.82
H -0.32 -1.10 -1.05
H -0.20 -2.67 -0.22
H 2.90 -0.48 1.84
H 5.15 -1.29 1.81
H 4.35 -2.78 1.28
H 6.29 -1.56 -0.26
H 3.97 -2.84 -1.17
H 4.37 -0.36 -1.93
H 5.38 0.57 -0.80
H 1.92 1.66 -2.10
H -0.49 1.69 -2.77
H -1.59 2.01 1.35
H 0.82 1.95 1.99
H -2.20 -2.29 -1.67
H -4.43 -2.19 -2.67
H -6.30 -1.11 -1.46
H -3.66 -0.25 1.80

## Properties
- Energy relative to the best compared isomer or geometry (same formula, charge and spin): 0.0 kJ/mol
- M: 458.3 g/mol
- Gap between HOMO and LUMO: 9.120 eV

natural (NBO) population analysis, charges in e, atoms 1 to 8:
1 O -0.514
2 C 0.559
3 C -0.190
4 O -0.486
5 C 0.822
6 O -0.630
7 C -0.162
8 C -0.436

***

The following is a DFT calculation (wB97M-V/def2-TZVPD) of C19H17ClIN5OOsS as an isolated structure.

Cartesian coordinates (Å):
Os 0.03 0.22 -0.39
C -5.37 -0.33 -2.28
C -4.85 -1.29 -1.22
N -3.57 -1.89 -1.60
C -2.37 -1.37 -1.42
S -2.23 0.16 -0.48
N -1.32 -1.97 -1.92
N -0.13 -1.40 -1.61
C 0.96 -1.95 -2.04
C 0.99 -3.17 -2.89
C 2.19 -1.28 -1.61
C 3.45 -1.76 -1.89
C 4.57 -1.09 -1.40
C 4.39 0.06 -0.65
C 3.10 0.51 -0.41
N 2.02 -0.14 -0.87
H -6.29 0.13 -1.94
H -5.57 -0.85 -3.22
H -4.64 0.46 -2.47
H -5.55 -2.10 -1.06
H -4.71 -0.77 -0.27
H -3.59 -2.74 -2.15
H -0.02 -3.47 -3.15
H 1.47 -3.99 -2.35
H 1.56 -3.00 -3.80
H 3.57 -2.66 -2.47
H 5.56 -1.46 -1.60
H 5.23 0.61 -0.24
H 2.92 1.41 0.15
Cl 0.96 3.33 5.71
C 0.73 2.18 4.48
C 0.70 0.84 4.79
C 0.51 -0.13 3.80
I 0.48 -2.14 4.23
C 0.34 0.25 2.45
O 0.17 -0.61 1.49
C 0.37 1.63 2.15
N 0.20 1.90 0.85
C 0.20 3.19 0.46
C 0.38 4.23 1.36
C 0.58 3.95 2.70
C 0.57 2.61 3.13
H 0.83 0.53 5.82
H 0.04 3.38 -0.59
H 0.38 5.25 1.00
H 0.75 4.74 3.41

## Properties
- Net charge: +2
- M: 716.0 g/mol
- Gap between HOMO and LUMO (alpha / beta): 4.479 / 4.520 eV

natural (NBO) population analysis, charges in e, atoms 1 to 8:
1 Os 1.118
2 C -0.620
3 C -0.223
4 N -0.532
5 C 0.315
6 S 0.101
7 N -0.376
8 N -0.268

***

The following is a DFT calculation (wB97M-V/def2-TZVPD) of one molecule with the formula C19H17ClN2O3.

Cartesian coordinates (Å):
C -1.37 -2.14 -1.77
N -1.44 -0.87 -1.09
C -0.33 -0.05 -1.16
O 0.64 -0.43 -1.83
C -0.37 1.20 -0.43
C 0.83 2.06 -0.31
O 0.83 3.05 0.43
N 1.90 1.71 -1.03
C 3.23 2.14 -0.68
C 3.71 1.44 0.63
C 3.07 0.09 0.74
C 1.96 -0.09 1.56
C 1.26 -1.28 1.57
C 1.69 -2.31 0.75
Cl 0.80 -3.80 0.73
C 2.81 -2.17 -0.05
C 3.49 -0.97 -0.05
C -1.50 1.56 0.28
O -1.58 2.67 0.99
C -2.66 0.70 0.28
C -3.82 1.06 0.96
C -4.91 0.22 0.98
C -4.85 -0.99 0.30
C -3.71 -1.37 -0.38
C -2.59 -0.53 -0.41
H -0.38 -2.21 -2.22
H -2.12 -2.20 -2.56
H -1.49 -2.96 -1.07
H 1.80 0.83 -1.54
H 3.89 1.89 -1.51
H 3.23 3.22 -0.53
H 3.41 2.06 1.48
H 4.80 1.37 0.61
H 1.62 0.73 2.19
H 0.39 -1.40 2.19
H 3.13 -2.99 -0.68
H 4.35 -0.85 -0.69
H -0.66 3.10 0.93
H -3.83 2.00 1.48
H -5.81 0.50 1.50
H -5.70 -1.66 0.31
H -3.70 -2.31 -0.90

## Properties
- Energy relative to the best compared isomer or geometry (same formula, charge and spin): 0.0 kJ/mol
- M: 356.8 g/mol
- Gap between HOMO and LUMO: 8.709 eV

natural (NBO) population analysis, charges in e, atoms 1 to 8:
1 C -0.432
2 N -0.416
3 C 0.666
4 O -0.674
5 C -0.348
6 C 0.680
7 O -0.695
8 N -0.611

***

Values for strongest force on any atom, eV/A, ordered as above
0.693; 0.261; 1.135; 4.640; 0.681